Record 1
# CH4ClNOP2

CH4ClNOP2 in the gas phase in a non-equilibrium geometry (the ωB97M-V functional and the def2-TZVPD basis, the OMol25 dataset).

Atoms and positions in Å:
C (1.531, 0.572, -0.434)
P (0.439, 0.471, 1.104)
Cl (-1.113, 2.016, 0.324)
P (-0.734, -1.310, 0.763)
N (-1.439, -0.902, -0.665)
O (-2.610, -1.289, -0.925)
H (2.674, 0.399, -0.114)
H (1.484, 1.645, -0.650)
H (1.337, -0.051, -1.262)
H (-1.569, -1.551, 1.859)

Energy relative to the best compared isomer or geometry (same formula, charge and spin): 54.2 kJ/mol
F_max: 4.799 eV Å⁻¹
Lowest unoccupied orbital energy (alpha / beta): -1.1 / -1.1 eV
SMILES string: CP(Cl)#[PH]N=O
Kohn-Sham gap (alpha / beta): 8.252 / 8.252 eV

---

Record 2
# CH4ClOP

A molecular structure, CH4ClOP in a non-equilibrium geometry (the ωB97M-V functional and the def2-TZVPD basis, the OMol25 dataset).

Atoms and positions in Å:
C (1.621, -0.399, -0.378)
O (2.591, 0.327, -0.012)
P (-1.782, -0.205, 0.226)
Cl (-3.218, 1.189, -0.008)
H (1.838, -1.360, -0.855)
H (0.514, -0.127, -0.330)
H (-1.419, -0.422, -1.555)
H (-2.846, -1.186, 0.066)

Energy relative to the best compared isomer or geometry (same formula, charge and spin): 368.5 kJ/mol
F_max: 4.841 eV Å⁻¹
Lowest unoccupied orbital energy: -0.1 eV
Kohn-Sham gap: 10.006 eV

---

Record 3
# CH4ClOP

2 unconnected molecules or ions with the total composition CH4ClOP in a non-equilibrium geometry (the ωB97M-V functional and the def2-TZVPD basis, the OMol25 dataset).

Atoms and positions in Å:
C (0.530, 0.449, 0.310)
O (-1.592, -0.716, -1.535)
P (-1.100, 1.182, -0.041)
Cl (-0.577, 2.420, -1.413)
H (1.306, 0.727, -0.537)
H (0.298, -0.640, 0.652)
H (1.082, 0.923, 1.159)
H (-2.265, -1.350, -1.309)

Energy relative to the best compared isomer or geometry (same formula, charge and spin): 340.0 kJ/mol
F_max: 4.017 eV Å⁻¹
Lowest unoccupied orbital energy (alpha / beta): -1.0 / -1.0 eV
Kohn-Sham gap (alpha / beta): 8.346 / 8.347 eV

---

Record 4
# CH4CsN2O5S

A molecular structure, CH4CsN2O5S in a non-equilibrium geometry (the ωB97M-V functional and the def2-TZVPD basis, the OMol25 dataset).

Atoms and positions in Å:
Cs (-6.529, 22.239, 13.443)
S (-9.221, 18.197, 17.751)
O (-8.785, 17.707, 16.426)
O (-10.590, 17.820, 17.974)
O (-8.423, 17.543, 18.740)
O (-9.146, 19.638, 17.708)
C (-3.540, 22.327, 19.076)
O (-2.602, 23.129, 19.275)
N (-3.424, 21.009, 18.981)
N (-4.715, 22.738, 18.829)
H (-4.223, 20.477, 18.665)
H (-2.581, 20.464, 19.089)
H (-4.951, 23.698, 18.621)
H (-5.503, 22.111, 18.748)

Energy relative to the best compared isomer or geometry (same formula, charge and spin): 497.9 kJ/mol
F_max: 6.851 eV Å⁻¹
Lowest unoccupied orbital energy: 0.1 eV
Kohn-Sham gap: 1.925 eV
Charge: -1

---

Record 5
# CH4F2FeO5

A molecular structure, CH4F2FeO5 in a non-equilibrium geometry (the ωB97M-V functional and the def2-TZVPD basis, the OMol25 dataset).

Atoms and positions in Å:
Fe (0.347, 0.066, 0.315)
F (2.152, 1.072, 0.637)
F (-0.049, -0.081, 2.440)
C (-0.130, -2.420, 0.197)
O (-0.966, -1.521, -0.018)
O (1.009, -2.030, 0.118)
O (-0.416, -2.976, 1.290)
O (0.398, 0.381, -1.694)
H (-0.078, 0.028, -2.446)
H (1.076, 0.937, -2.078)
O (-0.855, 1.894, 0.366)
H (-1.767, 1.820, 0.647)
H (-0.721, 2.831, 0.227)

F_max: 7.329 eV Å⁻¹
Lowest unoccupied orbital energy (alpha / beta): 2.6 / 2.5 eV
Multiplicity: 6
Kohn-Sham gap (alpha / beta): 7.585 / 5.996 eV
Charge: -1

---

Record 6
# CH4FINP

A molecular structure, CH4FINP in a non-equilibrium geometry (the ωB97M-V functional and the def2-TZVPD basis, the OMol25 dataset).

Atoms and positions in Å:
C (0.298, 0.058, 0.203)
N (-0.757, -0.903, 0.318)
F (-1.676, -3.028, 2.158)
P (-1.317, -1.473, 2.500)
I (1.094, -1.894, 3.222)
H (1.400, -0.229, 0.369)
H (0.458, 0.402, -0.891)
H (0.167, 1.122, 0.657)
H (-0.639, -1.786, -0.172)

Energy relative to the best compared isomer or geometry (same formula, charge and spin): 216.7 kJ/mol
F_max: 4.406 eV Å⁻¹
Lowest unoccupied orbital energy: -0.5 eV
Kohn-Sham gap: 8.312 eV